Molecular formula: C22H40N2P
Method: DFT, ωB97M-V/def2-TZVPD

The geometry in XYZ format:
```
65
Properties=species:S:1:pos:R:3:nbo_charge:R:1
C -2.61 -1.35 9.04 -0.7328
C -1.50 -2.14 8.48 0.2181
C -0.17 -2.22 8.97 -0.2366
C 0.59 -3.46 8.98 0.2487
C -0.09 -4.79 8.86 -0.6752
C 1.95 -3.45 9.17 -0.2984
C 2.67 -2.27 9.41 0.1856
C 4.15 -2.28 9.52 -0.6643
C 1.93 -1.09 9.57 -0.2682
C 0.56 -1.05 9.40 0.1584
C -0.14 0.25 9.66 -0.6522
H -3.56 -1.90 8.94 0.2684
H -2.42 -1.10 10.09 0.2450
H -2.80 -0.41 8.50 0.2977
H -1.80 -2.94 7.80 0.2213
H 0.65 -5.60 8.81 0.2413
H -0.69 -4.96 9.77 0.2434
H -0.75 -4.88 8.00 0.2347
H 2.51 -4.40 9.15 0.2355
H 4.54 -1.26 9.66 0.2352
H 4.49 -2.90 10.36 0.2569
H 4.60 -2.69 8.61 0.2553
H 2.47 -0.18 9.84 0.2332
H 0.58 1.06 9.87 0.2421
H -0.76 0.57 8.81 0.2341
H -0.78 0.14 10.54 0.2393
C -6.52 0.55 3.62 -0.6267
C -5.09 1.04 3.81 0.1513
C -4.25 0.63 2.61 -0.6201
C -5.13 2.56 3.89 -0.6310
N -4.51 0.39 5.06 -0.7969
C -5.34 0.46 6.27 -0.2209
C -5.25 1.78 7.04 -0.4365
C -3.84 2.31 7.24 -0.2116
N -2.88 2.00 6.19 -0.8072
C -1.70 2.90 6.09 0.1362
C -2.14 4.23 5.48 -0.6191
C -0.62 2.27 5.23 -0.6215
C -1.17 3.19 7.48 -0.6183
P -2.89 0.47 5.47 1.0201
H -2.34 -0.57 6.62 -0.1491
H -7.22 0.97 4.35 0.2082
H -6.88 0.86 2.63 0.2276
H -6.57 -0.54 3.67 0.2215
H -3.24 1.06 2.63 0.2210
H -4.17 -0.46 2.55 0.2214
H -4.74 0.99 1.70 0.2180
H -4.14 3.00 4.04 0.2183
H -5.52 2.94 2.94 0.2197
H -5.81 2.93 4.68 0.2043
H -6.36 0.27 5.96 0.2173
H -5.05 -0.36 6.95 0.1828
H -5.85 2.54 6.53 0.2099
H -5.72 1.62 8.01 0.2162
H -3.85 3.40 7.31 0.2087
H -3.47 1.94 8.21 0.1577
H -2.93 4.72 6.06 0.2107
H -1.27 4.91 5.48 0.2178
H -2.47 4.14 4.44 0.2178
H -0.27 1.31 5.63 0.2089
H -0.94 2.12 4.18 0.2340
H 0.23 2.96 5.21 0.2182
H -0.91 2.28 8.03 0.1877
H -0.26 3.80 7.39 0.2205
H -1.88 3.76 8.09 0.2164
```

Multiplicity: 1
Net charge: +1
HOMO energy (eV): -9.982
LUMO (eV): -5.577
Gap between HOMO and LUMO (eV): 4.405
Energy above the lowest of the compared OMol25 structures with the same formula, charge and spin (kJ/mol): 195.0


Molecular formula: C22H40NO
Method: DFT, ωB97M-V/def2-TZVPD

The geometry in XYZ format:
```
64
Properties=species:S:1:pos:R:3:nbo_charge:R:1
C -4.28 -0.46 2.62 -0.5986
C -3.44 0.70 2.08 -0.3989
C -1.96 0.35 2.05 -0.3932
C -1.06 1.55 1.71 -0.3918
C -1.22 2.02 0.26 -0.4081
C -0.38 3.26 -0.06 -0.3787
C 1.14 3.02 -0.11 -0.4059
C 1.57 2.23 -1.35 -0.3987
C 3.08 2.11 -1.49 -0.3915
C 3.82 1.32 -0.40 -0.3994
H 3.57 1.73 0.58 0.2058
H 4.88 1.48 -0.56 0.2292
C 3.56 -0.20 -0.42 -0.4260
C 2.45 -0.58 0.55 -0.2290
H 1.53 -0.05 0.30 0.2411
H 2.74 -0.28 1.55 0.2298
N 2.12 -2.04 0.62 -0.2044
C 3.27 -2.80 1.17 -0.4150
H 3.53 -2.40 2.15 0.2356
H 4.13 -2.72 0.51 0.2344
H 3.01 -3.85 1.27 0.2362
C 0.98 -2.21 1.55 -0.4303
H 1.23 -1.78 2.52 0.2290
H 0.10 -1.71 1.16 0.2718
H 0.75 -3.26 1.68 0.2303
C 1.78 -2.63 -0.71 -0.2366
H 2.70 -2.69 -1.30 0.2385
H 1.41 -3.65 -0.53 0.2404
C 0.73 -1.89 -1.54 -0.0921
O -0.52 -2.00 -0.90 -0.5499
C -1.63 -1.40 -1.48 0.3623
C -2.84 -1.67 -0.86 -0.2786
C -4.00 -1.08 -1.32 -0.1826
C -3.95 -0.22 -2.41 -0.2273
C -2.75 0.02 -3.04 -0.1670
C -1.58 -0.57 -2.59 -0.3331
H -0.65 -0.36 -3.10 0.2189
H -2.71 0.67 -3.90 0.2238
H -4.86 0.24 -2.77 0.2272
H -4.93 -1.28 -0.82 0.2276
H -2.85 -2.35 -0.01 0.2244
H 0.69 -2.38 -2.52 0.2156
H 1.00 -0.84 -1.69 0.1896
H 3.32 -0.49 -1.44 0.2083
H 4.48 -0.70 -0.14 0.2166
H 3.31 1.65 -2.46 0.2022
H 3.50 3.12 -1.51 0.2187
H 1.19 2.75 -2.23 0.2189
H 1.10 1.24 -1.35 0.1687
H 1.46 2.51 0.80 0.1834
H 1.64 3.99 -0.14 0.2146
H -0.70 3.66 -1.02 0.2044
H -0.58 4.01 0.70 0.2081
H -2.26 2.27 0.09 0.2161
H -0.98 1.20 -0.43 0.1867
H -0.02 1.27 1.90 0.1756
H -1.31 2.37 2.38 0.2069
H -1.80 -0.44 1.32 0.1834
H -1.67 -0.03 3.03 0.1963
H -3.60 1.57 2.72 0.2022
H -3.79 0.95 1.08 0.2011
H -5.33 -0.20 2.63 0.2177
H -3.98 -0.71 3.63 0.2038
H -4.15 -1.34 2.00 0.1917
```

Multiplicity: 1
SMILES string: CCCCCCCCCCCC[N+](C)(C)CCOc1ccccc1
Net charge: +1
HOMO energy (eV): -11.442
LUMO (eV): -2.279
Gap between HOMO and LUMO (eV): 9.163
Energy above the lowest of the compared OMol25 structures with the same formula, charge and spin (kJ/mol): 0.0


Molecular formula: C22H41BMgN7P
Method: DFT, ωB97M-V/def2-TZVPD

The geometry in XYZ format:
```
73
Properties=species:S:1:pos:R:3:mulliken_charge:R:1
C 3.08 -0.13 -0.13 -0.1977
N 1.79 -0.04 -0.53 -0.1722
N 1.84 0.06 -1.91 0.0380
C 3.10 0.02 -2.36 -0.0167
C 3.94 -0.10 -1.25 -1.3611
B 0.55 0.21 -2.75 -0.0606
N -0.42 -0.94 -2.40 -0.1485
N -0.91 -1.10 -1.12 0.2261
C -1.80 -2.11 -1.18 0.0249
C -1.86 -2.62 -2.48 -1.1808
C -0.97 -1.84 -3.23 -0.0504
Mg -0.25 -0.02 0.60 1.5771
N -0.13 1.55 -2.34 0.1760
N -0.52 1.74 -1.03 -0.4716
C -1.08 2.96 -0.99 -0.0509
C -1.06 3.55 -2.27 -1.0479
C -0.44 2.61 -3.10 0.0621
H -1.47 3.37 -0.06 0.5642
H -0.21 2.63 -4.16 0.4953
H -1.45 4.51 -2.56 0.4573
H 0.80 0.23 -3.93 -0.0547
H -0.70 -1.85 -4.28 0.4797
H 3.30 0.06 -3.42 0.4735
H -2.49 -3.41 -2.83 0.4488
H 5.01 -0.14 -1.25 0.4317
H -2.36 -2.41 -0.31 0.1597
H 3.35 -0.20 0.91 0.4584
H -2.49 -0.44 1.60 0.4104
C -2.08 -1.38 2.01 -1.1811
H -2.57 -2.23 1.53 0.3996
H -0.99 -1.47 1.88 0.3598
H -2.28 -1.39 3.08 0.3442
C -2.24 0.95 4.75 -1.5054
C -0.78 0.63 5.15 2.0276
C -0.46 1.32 6.49 -1.9373
C -0.68 -0.89 5.35 -1.8657
P 0.37 1.18 3.76 0.4968
N -0.18 0.75 2.37 -0.3021
C 0.53 3.06 3.79 1.9461
C 1.45 3.54 4.92 -1.6688
C 1.09 3.53 2.43 -1.7892
C -0.85 3.69 3.94 -1.8858
C 2.06 0.35 3.97 2.3115
C 3.11 1.12 3.15 -2.0183
C 2.54 0.31 5.43 -1.8850
C 1.99 -1.08 3.41 -1.5335
H -2.90 0.33 5.38 0.4424
H -2.40 0.70 3.70 0.2713
H -2.51 1.99 4.91 0.3432
H -1.08 0.86 7.27 0.5346
H 0.59 1.19 6.78 0.3091
H -0.70 2.39 6.47 0.3239
H -0.88 -1.42 4.41 0.2378
H 0.28 -1.22 5.75 0.3487
H -1.45 -1.17 6.08 0.5962
H 2.48 3.20 4.81 0.2747
H 1.46 4.64 4.88 0.5068
H 1.08 3.26 5.90 0.2981
H 0.59 3.00 1.61 0.2081
H 0.91 4.61 2.33 0.5393
H 2.17 3.37 2.33 0.2918
H -1.55 3.27 3.21 0.3425
H -1.26 3.59 4.94 0.2655
H -0.75 4.77 3.74 0.6262
H 3.41 2.07 3.59 0.2242
H 4.01 0.50 3.08 0.6409
H 2.73 1.28 2.14 0.2022
H 1.91 -0.35 6.04 0.3285
H 3.55 -0.13 5.43 0.5362
H 2.60 1.31 5.88 0.2945
H 1.36 -1.74 4.02 0.3239
H 1.59 -1.06 2.39 0.1875
H 3.01 -1.50 3.39 0.5188
```

Multiplicity: 1
Net charge: +2
HOMO energy (alpha / beta) (eV): -14.705 / -14.515
LUMO (alpha / beta) (eV): -7.750 / -10.492
Gap between HOMO and LUMO (alpha / beta) (eV): 6.955 / 4.023


Molecular formula: C22H41Br20S
Method: DFT, ωB97M-V/def2-TZVPD

The geometry in XYZ format:
```
84
Properties=species:S:1:pos:R:3:mulliken_charge:R:1
C 3.48 0.79 -1.86 -1.3822
C 2.23 0.09 -2.25 0.6877
Br 2.28 -1.79 -2.10 -0.2050
C 1.09 0.67 -2.64 0.1275
Br 1.19 2.69 -2.67 -0.3768
C -0.14 0.02 -2.95 -0.6624
S -1.14 0.02 -1.38 -0.1644
H 3.75 1.54 -2.58 0.3772
H 4.29 0.09 -1.70 0.3635
H 3.32 1.27 -0.90 0.2604
H -0.73 0.60 -3.66 0.1448
H -0.32 0.57 -0.47 -0.1294
Br -0.17 3.18 0.93 -0.0512
C -1.99 3.71 0.59 -0.0250
C -2.13 4.28 -0.80 -0.4777
Br -1.47 6.11 -0.90 -0.2116
H -2.29 4.41 1.36 0.3892
H -2.57 2.80 0.68 -0.1758
H -3.18 4.34 -1.08 0.3561
H -1.59 3.70 -1.54 0.2187
Br 5.00 -2.46 0.81 -0.1695
C 3.99 -2.44 2.47 -0.5587
C 2.51 -2.27 2.23 0.5233
Br 2.06 -0.43 1.80 0.0116
H 4.40 -1.65 3.09 0.4340
H 4.18 -3.41 2.94 0.2811
H 1.96 -2.49 3.13 -0.5293
H 2.15 -2.88 1.41 -0.0515
Br 3.45 3.48 4.34 -0.1289
C 1.85 4.56 4.08 -0.2272
C 0.87 4.38 5.20 -0.5816
Br -0.07 2.68 5.06 -0.1072
H 1.44 4.27 3.11 -0.0517
H 2.20 5.59 4.03 0.3330
H 0.10 5.14 5.15 0.3215
H 1.34 4.40 6.18 0.3787
Br -1.83 -1.56 5.91 -0.1355
C -0.56 -2.97 5.49 -0.4514
C 0.68 -2.87 6.34 -0.5563
Br 1.84 -1.44 5.73 -0.0943
H -0.35 -2.89 4.43 0.2148
H -1.08 -3.90 5.69 0.3532
H 1.27 -3.78 6.25 0.2582
H 0.46 -2.68 7.38 0.4163
Br 2.09 -5.25 0.19 0.0303
C 1.19 -6.56 1.29 -0.3714
C 0.77 -5.98 2.62 -0.6968
Br 2.27 -5.77 3.84 -0.1973
H 1.86 -7.41 1.39 0.3204
H 0.31 -6.87 0.73 0.1408
H 0.07 -6.64 3.12 0.4333
H 0.32 -5.00 2.51 0.3975
Br 4.35 1.48 -7.34 -0.1581
C 2.81 2.64 -7.56 -0.5708
C 1.78 2.43 -6.49 -0.4043
Br 0.76 0.80 -6.77 -0.1304
H 2.42 2.46 -8.55 0.3748
H 3.21 3.66 -7.51 0.3620
H 1.05 3.23 -6.50 0.3483
H 2.21 2.35 -5.49 0.1504
Br -5.19 6.50 0.28 -0.1304
C -4.57 8.11 -0.60 -0.5055
C -5.67 8.78 -1.38 -0.5660
Br -6.07 7.85 -3.03 -0.1409
H -3.73 7.82 -1.23 0.2571
H -4.21 8.76 0.19 0.3454
H -5.37 9.78 -1.67 0.3463
H -6.60 8.84 -0.82 0.3709
Br -3.72 1.93 -2.58 -0.0656
C -4.41 0.20 -2.03 -0.3798
C -5.38 0.30 -0.89 -0.6255
Br -4.50 0.61 0.82 -0.1664
H -3.54 -0.41 -1.81 0.2036
H -4.92 -0.19 -2.91 0.3429
H -5.91 -0.64 -0.76 0.3615
H -6.09 1.11 -1.01 0.3763
Br 3.18 -9.15 -0.77 -0.1328
C 1.94 -9.48 -2.24 -0.5668
C 0.73 -8.59 -2.17 -0.5062
Br -0.52 -9.20 -0.81 -0.1433
H 1.68 -10.53 -2.20 0.3763
H 2.51 -9.28 -3.14 0.3466
H 0.18 -8.63 -3.11 0.3705
H 0.98 -7.56 -1.94 0.2570
```

Multiplicity: 1
Net charge: -1
HOMO energy (eV): -2.730
LUMO (eV): 1.629
Gap between HOMO and LUMO (eV): 4.359


Molecular formula: C22H41BrEuNP3S
Method: DFT, ωB97M-V/def2-TZVPD

The geometry in XYZ format:
```
70
Properties=species:S:1:pos:R:3:lowdin_spin:R:1
Eu 0.11 -0.16 0.68 6.2291
P -1.80 2.04 1.16 -0.0311
P -2.31 -1.49 2.06 -0.0728
P 1.76 2.01 -0.37 -0.0304
H -1.21 -3.40 -1.12 0.0001
C -0.13 -3.24 -1.28 -0.0031
C 0.84 -3.48 -0.37 -0.0029
H 0.73 -4.03 0.58 0.0001
C -2.95 2.14 -0.27 -0.0038
C -3.01 2.24 2.51 -0.0020
C -1.16 3.75 1.16 -0.0084
C -1.94 -3.29 2.08 -0.0095
C -2.74 -1.23 3.83 -0.0110
C -3.95 -1.47 1.25 -0.0119
C 3.08 0.89 -0.99 -0.0004
C 2.89 3.38 0.09 -0.0083
C 1.13 2.68 -1.94 -0.0036
H 0.16 -2.89 -2.28 0.0000
H 1.83 -3.06 -0.57 0.0003
H -3.57 3.04 -0.14 -0.0010
H -3.59 1.26 -0.32 0.0001
H -2.40 2.21 -1.21 0.0000
H -3.51 3.20 2.35 -0.0006
H -2.51 2.27 3.49 -0.0001
H -3.77 1.45 2.55 0.0000
H -2.04 4.40 1.13 -0.0017
H -0.51 3.99 0.31 -0.0001
H -0.59 3.97 2.07 0.0000
H -2.86 -3.88 2.01 -0.0021
H -1.42 -3.56 3.01 0.0000
H -1.30 -3.56 1.22 -0.0004
H -3.59 -1.87 4.11 -0.0026
H -3.00 -0.17 4.01 -0.0001
H -1.88 -1.52 4.46 0.0001
H -4.64 -2.14 1.77 -0.0028
H -3.85 -1.79 0.21 0.0000
H -4.38 -0.46 1.28 0.0000
H 3.50 1.30 -1.92 -0.0004
H 2.71 -0.13 -1.18 0.0000
H 3.86 0.82 -0.23 0.0001
H 3.42 3.67 -0.83 -0.0015
H 3.59 3.01 0.85 0.0000
H 2.31 4.21 0.51 0.0000
H 1.97 3.04 -2.53 -0.0009
H 0.43 3.50 -1.74 0.0000
H 0.66 1.87 -2.50 0.0001
C 1.49 -1.23 -5.13 0.0000
C 0.97 -0.61 -6.29 0.0000
C 1.12 -1.20 -7.55 0.0000
C 1.82 -2.42 -7.70 0.0000
C 2.37 -3.01 -6.56 0.0000
C 2.22 -2.44 -5.29 0.0000
S 1.27 -0.55 -3.54 0.0000
H 0.15 -1.15 -2.94 0.0001
H 0.40 0.32 -6.16 0.0000
H 0.70 -0.73 -8.46 0.0000
H 1.91 -2.88 -8.69 0.0000
H 2.93 -3.95 -6.66 0.0000
H 2.61 -2.93 -4.41 0.0000
Br 1.74 -2.31 6.27 -0.0002
C 1.55 -0.78 5.16 -0.0002
C 1.82 0.50 5.65 0.0001
C 1.61 1.60 4.82 -0.0004
C 1.15 1.41 3.51 -0.0007
N 0.88 0.17 3.06 -0.0146
C 1.07 -0.92 3.85 0.0000
H 2.17 0.62 6.68 0.0000
H 1.79 2.62 5.16 -0.0001
H 1.01 2.24 2.83 -0.0004
H 0.84 -1.89 3.42 0.0001
```

Multiplicity: 7
Net charge: +3
HOMO energy (alpha / beta) (eV): -15.384 / -15.384
Expectation value of S²: 12.135
LUMO (alpha / beta) (eV): -12.692 / -9.417
Gap between HOMO and LUMO (alpha / beta) (eV): 2.692 / 5.967
Energy above the lowest of the compared OMol25 structures with the same formula, charge and spin (kJ/mol): 0.0


Molecular formula: C22H41BrMnNOP3
Method: DFT, ωB97M-V/def2-TZVPD

The geometry in XYZ format:
```
70
Properties=species:S:1:pos:R:3:lowdin_spin:R:1
Mn 2.29 0.14 -1.08 3.1530
P 0.77 0.15 -2.76 -0.0361
P 1.19 1.74 0.24 -0.0001
P -4.71 -0.09 0.77 0.3781
H 2.13 -1.24 1.24 -0.0087
C 1.71 -1.21 0.22 -0.1849
C 2.51 -1.74 -0.94 -0.0148
H 3.56 -2.04 -0.73 0.0120
C 1.50 -0.71 -4.19 -0.0078
C 0.16 1.72 -3.45 -0.0109
C -0.75 -0.80 -2.37 0.0125
C 1.59 1.66 2.02 -0.0094
C 1.68 3.43 -0.24 0.0122
C -0.64 1.82 0.18 0.0029
C -5.87 -1.35 1.40 0.0582
C -5.64 0.94 -0.43 0.0642
C -4.46 1.03 2.21 0.0476
H 0.63 -1.44 0.27 -0.0010
H 1.98 -2.41 -1.65 0.0079
H 1.53 -1.79 -4.01 0.0000
H 2.52 -0.34 -4.37 -0.0001
H 0.88 -0.52 -5.08 -0.0027
H 0.77 2.57 -3.12 -0.0009
H -0.89 1.88 -3.18 -0.0004
H 0.22 1.65 -4.55 -0.0024
H -0.93 -0.87 -1.29 0.0013
H -0.64 -1.81 -2.78 0.0004
H -1.61 -0.29 -2.84 0.0007
H 1.20 2.55 2.53 -0.0020
H 2.69 1.64 2.14 -0.0001
H 1.17 0.75 2.46 0.0003
H 1.26 4.15 0.47 0.0021
H 1.31 3.66 -1.25 0.0003
H 2.78 3.51 -0.24 0.0001
H -1.01 2.55 0.92 0.0002
H -1.10 0.85 0.42 0.0001
H -0.99 2.14 -0.81 0.0000
H -6.88 -1.15 1.00 0.0093
H -5.88 -1.32 2.51 0.0026
H -5.51 -2.33 1.06 0.0063
H -6.68 0.59 -0.50 0.0075
H -5.12 0.84 -1.41 0.0059
H -5.63 1.99 -0.13 0.0042
H -5.22 0.81 2.98 0.0083
H -4.57 2.07 1.89 0.0016
H -3.45 0.88 2.62 0.0044
C -1.90 -2.38 1.77 0.0456
C -1.19 -2.01 2.92 0.0472
C -0.85 -3.01 3.84 0.0046
C -1.26 -4.33 3.60 0.0862
C -1.96 -4.67 2.44 0.0036
C -2.34 -3.69 1.53 0.0476
O -2.08 -1.42 0.80 0.1357
H -3.00 -1.34 0.51 0.0241
H -0.89 -0.96 3.05 0.0014
H -0.31 -2.74 4.75 -0.0011
H -1.01 -5.11 4.32 0.0035
H -2.24 -5.71 2.26 -0.0010
H -2.85 -3.92 0.60 0.0017
Br 6.57 3.52 -3.03 -0.0014
C 5.94 2.28 -1.72 -0.0008
C 6.69 1.98 -0.59 0.0137
C 6.18 1.11 0.38 0.0006
C 4.89 0.58 0.21 0.0179
N 4.19 0.86 -0.92 0.0293
C 4.68 1.69 -1.89 0.0159
H 7.68 2.41 -0.47 0.0006
H 6.75 0.82 1.27 0.0000
H 4.40 -0.05 0.95 0.0018
H 4.03 1.84 -2.74 0.0018
```

Multiplicity: 5
Net charge: +3
HOMO energy (alpha / beta) (eV): -16.627 / -15.983
Expectation value of S²: 6.268
LUMO (alpha / beta) (eV): -10.625 / -11.603
Gap between HOMO and LUMO (alpha / beta) (eV): 6.002 / 4.379
Energy above the lowest of the compared OMol25 structures with the same formula, charge and spin (kJ/mol): 113.4


Number 1: total energy -1312.82312 Eh. Number 2: total energy -992.04584 Eh. Number 3: total energy -1811.99282 Eh. Number 4: total energy -52741.34713 Eh. Number 5: total energy -5623.21167 Eh. Number 6: total energy -5740.90846 Eh.